Molecular formula: C78H150F21N12O16
Method: DFT, wB97M-V/def2-TZVPD

Each line ends with the Mulliken charge.
Cartesian coordinates (Å):
C (-1.093, -3.033, -6.153)  -1.6148
C (-2.518, -3.728, -5.928)  1.9370
C (-3.512, -3.134, -7.009)  -0.9626
O (-4.682, -3.807, -6.893)  -0.2823
C (-5.778, -3.203, -7.522)  -0.8165
N (-2.339, -5.210, -6.082)  -0.6481
H (-2.270, -5.556, -7.031)  0.2502
H (-1.208, -5.843, -5.211)  0.4816
H (-3.208, -5.667, -5.880)  0.2846
H (-0.316, -3.775, -6.132)  0.4241
H (-0.988, -2.325, -5.349)  0.1576
H (-1.031, -2.638, -7.167)  0.3678
H (-2.842, -3.483, -4.878)  -0.8813
H (-3.067, -3.191, -8.049)  0.3859
H (-3.575, -2.110, -6.682)  0.4559
H (-6.640, -3.749, -7.140)  0.2485
H (-5.644, -3.298, -8.584)  0.3177
H (-5.793, -2.150, -7.205)  0.3157
C (4.522, -6.047, -1.248)  -1.8385
C (3.593, -4.781, -0.994)  1.4569
C (3.146, -4.797, 0.440)  0.2044
O (2.369, -5.933, 0.616)  -0.3644
C (1.965, -6.020, 1.980)  -0.4927
N (4.179, -3.537, -1.332)  1.4880
H (3.765, -2.977, -2.505)  -0.4589
H (4.076, -2.836, -0.637)  -1.0130
H (5.226, -3.724, -1.337)  0.3781
H (5.027, -5.961, -2.224)  0.3903
H (3.991, -6.998, -1.170)  0.3400
H (5.338, -6.129, -0.526)  0.4675
H (2.689, -4.990, -1.563)  -0.8925
H (2.537, -3.917, 0.687)  -0.6286
H (3.935, -4.749, 1.201)  0.3715
H (1.449, -5.109, 2.267)  -0.0391
H (2.823, -6.256, 2.568)  0.3037
H (1.274, -6.843, 1.965)  0.3207
C (-7.729, 3.422, -3.902)  -1.6027
C (-7.103, 2.789, -2.695)  0.0189
N (-5.735, 3.149, -2.248)  0.2855
C (-4.823, 3.799, -3.071)  -0.5904
C (-3.696, 4.029, -2.371)  -0.3590
N (-4.098, 3.640, -1.071)  0.3357
C (-5.310, 3.116, -1.015)  0.1243
C (-3.350, 3.861, 0.136)  0.8831
H (-7.887, 4.494, -3.799)  0.3885
H (-8.724, 2.987, -4.074)  0.4098
H (-7.184, 3.204, -4.840)  0.3680
H (-7.000, 1.700, -2.830)  0.1264
H (-7.692, 2.953, -1.803)  0.3795
H (-4.955, 3.949, -4.146)  0.3760
H (-2.726, 4.440, -2.587)  0.3851
H (-5.768, 2.603, -0.077)  0.0554
H (-3.574, 4.750, 0.716)  0.2968
H (-2.283, 3.884, -0.113)  -0.7935
H (-3.429, 2.989, 0.790)  -0.4747
C (0.200, 1.107, -4.169)  -0.2570
C (1.388, 1.875, -4.691)  -0.0177
N (0.990, 2.961, -5.643)  0.4148
C (0.983, 4.275, -5.243)  1.3639
C (0.690, 5.016, -6.317)  -0.9514
N (0.672, 4.230, -7.416)  0.1509
C (0.932, 2.952, -6.973)  -0.1845
C (0.516, 4.679, -8.811)  -0.8001
H (-0.375, 0.568, -4.919)  0.6947
H (-0.414, 1.852, -3.684)  0.3464
H (0.484, 0.427, -3.399)  -0.5694
H (2.103, 1.346, -5.278)  0.6523
H (1.968, 2.400, -3.956)  -0.6113
H (1.152, 4.360, -4.183)  -1.0492
H (0.535, 6.074, -6.381)  0.5137
H (0.948, 2.114, -7.644)  0.4836
H (1.337, 5.394, -8.886)  0.3646
H (-0.409, 5.273, -8.928)  0.3222
H (0.458, 3.895, -9.571)  0.2911
C (6.725, -0.470, -3.385)  -1.2408
C (6.225, -0.323, -1.975)  0.3238
N (5.477, 0.909, -1.652)  0.5449
C (4.103, 1.029, -1.851)  -0.4850
C (3.844, 2.316, -1.550)  0.0186
N (4.981, 2.896, -1.085)  0.2422
C (5.964, 1.984, -1.102)  -0.3629
C (4.940, 4.184, -0.422)  0.0052
H (6.046, -1.077, -3.984)  0.1177
H (7.591, -1.136, -3.466)  0.3778
H (7.003, 0.450, -3.888)  0.3577
H (7.026, -0.312, -1.242)  0.5486
H (5.624, -1.170, -1.685)  -0.5356
H (3.517, 0.186, -2.257)  0.7340
H (2.871, 2.771, -1.674)  -0.3772
H (6.943, 2.233, -0.745)  0.4912
H (4.057, 4.682, -0.815)  -0.4101
H (5.855, 4.713, -0.690)  0.5195
H (4.739, 4.147, 0.641)  -0.1469
C (-3.826, 2.508, 7.695)  -1.0251
C (-4.791, 3.241, 6.775)  -0.4296
N (-5.251, 2.468, 5.652)  0.3263
C (-5.923, 2.873, 4.525)  -1.5485
C (-6.015, 1.781, 3.726)  -0.2652
N (-5.416, 0.751, 4.359)  0.6501
C (-5.007, 1.178, 5.532)  -0.5149
C (-5.310, -0.669, 4.030)  -0.6776
H (-4.263, 1.722, 8.270)  0.4571
H (-3.345, 3.201, 8.368)  0.3474
H (-3.122, 2.009, 7.050)  0.0396
H (-4.372, 4.197, 6.437)  0.4739
H (-5.669, 3.532, 7.374)  0.3972
H (-6.417, 3.830, 4.415)  0.5125
H (-6.367, 1.530, 2.759)  0.7876
H (-4.482, 0.546, 6.202)  0.5317
H (-6.284, -1.131, 4.230)  0.4208
H (-4.574, -1.225, 4.611)  0.2690
H (-5.059, -0.724, 2.979)  -0.0728
C (-2.283, 1.066, 3.700)  -0.3521
C (-2.119, 1.102, 2.184)  2.8385
C (-1.285, -0.109, 1.714)  -0.9460
N (-0.140, 0.179, 0.806)  1.3547
C (0.545, -1.169, 0.500)  1.1240
C (-0.389, -2.138, -0.210)  -0.1560
C (-1.063, -1.513, -1.487)  1.6527
C (-1.616, -0.117, -1.272)  0.0232
C (-0.611, 0.722, -0.527)  0.3499
C (0.860, 1.088, 1.389)  0.6733
H (-2.649, 0.098, 4.002)  -0.4824
H (-2.962, 1.875, 4.038)  -0.0499
H (-1.265, 1.265, 4.111)  -0.2816
H (-1.550, 2.011, 1.924)  -1.3650
H (-3.077, 1.074, 1.665)  -0.8927
H (-2.004, -0.750, 1.223)  0.3017
H (-0.907, -0.754, 2.525)  0.5105
H (0.823, -1.559, 1.470)  -1.0976
H (1.476, -0.930, -0.016)  -0.2022
H (-1.103, -2.594, 0.497)  -1.0122
H (0.235, -2.996, -0.475)  0.4574
H (-1.904, -2.217, -1.847)  0.0086
H (-0.344, -1.460, -2.285)  -1.0920
H (-2.557, -0.169, -0.710)  -0.5784
H (-1.913, 0.302, -2.238)  0.7077
H (-0.862, 1.770, -0.253)  -0.4915
H (0.295, 0.825, -1.078)  -0.0036
H (1.280, 0.669, 2.305)  -0.0423
H (0.319, 2.047, 1.499)  -0.4638
H (1.671, 1.243, 0.652)  -0.2391
C (4.497, -0.521, 8.689)  -1.3907
C (4.551, 0.867, 8.045)  -0.4286
C (3.869, 0.790, 6.669)  -0.2895
N (4.280, 1.889, 5.674)  0.9602
C (3.711, 1.377, 4.445)  0.0608
C (3.749, 2.335, 3.217)  0.1632
C (2.918, 3.542, 3.642)  1.3653
C (3.534, 4.248, 4.789)  -1.5953
C (3.608, 3.214, 6.049)  0.3435
C (5.744, 2.043, 5.571)  -0.9320
H (5.205, -1.312, 8.414)  0.3460
H (3.550, -0.943, 8.417)  0.3905
H (4.575, -0.456, 9.790)  0.3850
H (5.564, 1.248, 8.048)  0.3562
H (4.053, 1.604, 8.683)  0.3397
H (2.775, 0.844, 6.640)  0.4908
H (4.271, -0.057, 6.113)  -0.1754
H (2.681, 1.043, 4.630)  -0.7531
H (4.323, 0.517, 4.284)  0.7645
H (3.325, 1.847, 2.343)  -0.8563
H (4.799, 2.642, 2.956)  0.2448
H (1.936, 3.213, 3.943)  -0.8363
H (2.786, 4.260, 2.827)  0.0838
H (3.004, 5.115, 5.125)  0.6287
H (4.515, 4.597, 4.555)  0.4468
H (2.540, 3.028, 6.254)  -0.4217
H (4.069, 3.625, 6.961)  0.4547
H (6.035, 2.454, 4.579)  0.1905
H (6.145, 1.032, 5.684)  0.3931
H (6.167, 2.663, 6.340)  0.3353
C (-2.382, -2.717, 3.578)  1.7959
O (-3.596, -3.712, 3.230)  -0.5963
O (-2.432, -2.190, 4.750)  -0.9171
C (-1.079, -3.587, 3.394)  0.6025
F (-1.128, -4.452, 2.280)  -0.3314
F (-0.022, -2.936, 3.291)  -0.1823
F (-0.960, -4.440, 4.442)  -0.3692
C (-3.747, -3.908, 1.785)  0.8153
C (-5.257, -3.649, 1.433)  -0.8074
H (-5.389, -3.976, 0.423)  -0.1187
H (-5.820, -4.244, 2.128)  0.5214
H (-5.568, -2.625, 1.625)  0.0055
H (-3.407, -4.894, 1.588)  0.5532
H (-3.156, -3.262, 1.178)  -0.8096
H (-2.363, -2.019, 2.712)  -0.9148
C (4.384, -1.578, 1.414)  0.0407
O (3.496, -1.383, 2.532)  0.5098
O (3.897, -1.309, 0.190)  -0.3557
C (5.723, -0.768, 1.859)  -0.0608
F (6.677, -0.767, 0.937)  -0.2823
F (5.481, 0.553, 2.089)  -0.1020
F (6.231, -1.255, 3.005)  -0.3196
C (2.882, -2.523, 3.122)  1.4916
C (2.841, -2.247, 4.624)  -1.8671
H (3.864, -2.154, 4.929)  0.5488
H (2.353, -1.265, 4.754)  0.0344
H (2.397, -3.066, 5.159)  0.5529
H (3.471, -3.441, 2.968)  0.2304
H (1.899, -2.630, 2.689)  -0.7547
H (4.757, -2.714, 1.527)  -0.2411
C (3.168, -2.761, -4.459)  0.0430
O (4.179, -2.849, -5.394)  -0.3637
O (3.534, -2.203, -3.254)  0.6260
C (1.995, -1.974, -5.104)  -0.1341
F (2.373, -0.727, -5.249)  -0.3174
F (1.591, -2.407, -6.277)  -0.3629
F (0.934, -2.098, -4.276)  0.1513
C (4.879, -3.997, -5.326)  0.2453
C (5.701, -4.089, -6.558)  -1.4708
H (6.391, -4.996, -6.509)  0.3617
H (5.024, -4.252, -7.381)  0.3533
H (6.368, -3.272, -6.837)  0.3400
H (4.212, -4.895, -5.333)  0.2733
H (5.453, -4.100, -4.376)  0.0773
H (2.674, -3.775, -4.350)  0.2480
C (0.088, 2.567, 5.899)  1.8935
O (0.170, 3.866, 5.389)  -0.2369
O (1.023, 1.844, 5.349)  -0.7913
C (0.105, 2.403, 7.483)  0.7344
F (-0.792, 3.413, 8.069)  -0.3773
F (-0.338, 1.228, 7.788)  -0.2606
F (1.285, 2.580, 8.055)  -0.2749
C (-1.063, 4.555, 5.377)  0.2193
C (-1.250, 5.203, 4.046)  -1.0511
H (-2.159, 5.802, 4.064)  0.4826
H (-0.486, 5.905, 3.711)  0.3753
H (-1.347, 4.395, 3.347)  -0.1705
H (-1.097, 5.278, 6.210)  0.3387
H (-1.919, 3.860, 5.504)  -0.2350
H (-1.020, 2.154, 5.713)  -1.8538
C (-1.052, -6.464, -3.188)  -0.5182
O (-2.127, -5.559, -2.802)  0.1764
O (-0.625, -6.137, -4.430)  -0.6272
C (0.150, -6.273, -2.283)  0.6637
F (1.154, -7.095, -2.598)  -0.3357
F (0.563, -5.060, -2.406)  0.0015
F (-0.115, -6.522, -1.020)  -0.2311
C (-3.163, -6.033, -1.991)  -0.7048
C (-4.046, -4.739, -1.834)  -0.1518
H (-5.038, -4.870, -1.418)  0.6534
H (-3.538, -3.964, -1.227)  -0.4634
H (-4.119, -4.334, -2.853)  -0.0074
H (-2.760, -6.442, -1.070)  0.2915
H (-3.669, -6.796, -2.634)  0.3161
H (-1.585, -7.537, -3.078)  0.3009
C (0.792, 4.396, -1.665)  -1.2823
O (1.959, 4.951, -2.357)  -0.0531
O (0.693, 3.125, -1.914)  0.1590
C (0.939, 4.616, -0.052)  0.4928
F (1.958, 3.917, 0.441)  0.0742
F (1.207, 5.837, 0.456)  -0.3880
F (-0.209, 4.103, 0.558)  0.0953
C (2.176, 6.316, -2.648)  -0.3296
C (3.648, 6.576, -3.067)  -1.3696
H (3.702, 7.407, -3.750)  0.4483
H (4.234, 6.868, -2.218)  0.3450
H (4.078, 5.705, -3.571)  0.2321
H (1.794, 7.022, -1.946)  0.5188
H (1.559, 6.490, -3.605)  0.1488
H (-0.027, 5.038, -1.941)  0.3090
C (-5.429, 0.165, 0.292)  -0.0111
O (-5.130, 0.352, -1.123)  0.8952
O (-4.934, 1.069, 1.073)  0.5714
C (-7.010, 0.064, 0.436)  0.3460
F (-7.695, 1.198, 0.122)  -0.3256
F (-7.548, -0.909, -0.387)  -0.3398
F (-7.281, -0.136, 1.699)  -0.1508
C (-5.012, -0.924, -1.759)  0.4161
C (-4.798, -0.840, -3.276)  -1.9962
H (-3.978, -0.230, -3.628)  0.2929
H (-4.755, -1.854, -3.660)  0.2312
H (-5.633, -0.322, -3.725)  0.4339
H (-5.864, -1.584, -1.644)  0.5939
H (-4.172, -1.486, -1.305)  -0.4184
H (-5.217, -0.889, 0.499)  -0.7431

Values from the calculation:
E: -7019.59440 Eh
Gap between HOMO and LUMO: 6.07 eV
Spin multiplicity: 1
Lowest unoccupied orbital energy: -0.0760 Eh
Charge: +1
Max |F|: 0.128 hartree/bohr



Molecular formula: CH2FPSi
Method: DFT, wB97M-V/def2-TZVPD

Each line ends with the Mulliken charge.
Cartesian coordinates (Å):
C (-0.775, -0.107, -0.644)  0.1272
F (-1.301, 1.015, -1.204)  -0.1771
Si (0.867, -0.020, 0.208)  0.2729
P (-1.832, -1.222, 0.021)  -0.1677
H (1.150, 1.298, 0.905)  -0.0393
H (1.890, -0.964, 0.715)  -0.0161

Values from the calculation:
E: -769.85968 Eh
Gap between HOMO and LUMO: 6.32 eV
Spin multiplicity: 1
Energy relative to the best compared isomer or geometry (same formula, charge and spin): 1.997 eV
Lowest unoccupied orbital energy: -0.0525 Eh
Charge: 0
Max |F|: 0.037 hartree/bohr



Molecular formula: C28H31AuNOPS5
Method: DFT, wB97M-V/def2-TZVPD

Each line ends with the Mulliken charge.
Cartesian coordinates (Å):
Au (-0.005, 0.066, 0.803)  0.6432
O (-1.494, -1.678, 2.618)  -0.4471
C (-0.390, -1.385, 2.372)  -0.0992
C (0.826, -1.924, 3.048)  0.0419
C (0.672, -2.585, 4.262)  -0.6339
C (1.801, -3.089, 4.888)  -0.6144
C (3.052, -2.942, 4.300)  -0.7330
C (3.190, -2.298, 3.078)  -0.4225
C (2.062, -1.783, 2.452)  0.2431
P (2.059, -1.042, 0.812)  1.0601
C (2.087, -2.385, -0.386)  0.7547
C (1.065, -2.585, -1.310)  0.1929
C (1.128, -3.658, -2.189)  -0.9088
C (2.201, -4.534, -2.139)  -0.6146
C (3.221, -4.343, -1.214)  -0.8530
C (3.170, -3.272, -0.341)  -0.0044
C (3.595, -0.142, 0.669)  0.9455
C (4.361, -0.229, -0.493)  -0.7661
C (5.571, 0.445, -0.572)  -0.6619
C (6.010, 1.206, 0.500)  -0.5012
C (5.241, 1.307, 1.654)  -0.8081
C (4.032, 0.640, 1.741)  -0.6478
H (-0.309, -2.683, 4.705)  0.5239
H (1.708, -3.589, 5.842)  0.4403
H (3.929, -3.332, 4.799)  0.4713
H (4.170, -2.185, 2.631)  0.4529
H (0.221, -1.909, -1.352)  -0.0219
H (0.338, -3.809, -2.911)  0.4776
H (2.247, -5.371, -2.824)  0.4188
H (4.056, -5.030, -1.175)  0.4474
H (3.972, -3.126, 0.372)  0.3489
H (4.040, -0.853, -1.317)  0.3774
H (6.176, 0.365, -1.465)  0.4824
H (6.956, 1.726, 0.438)  0.4378
H (5.593, 1.896, 2.491)  0.4741
H (3.442, 0.712, 2.648)  0.5197
C (2.307, 2.666, -2.274)  -1.1593
C (1.509, 1.417, -2.617)  -0.8606
S (0.049, 0.946, -1.665)  0.3343
C (-1.049, 2.404, -1.650)  -1.1304
C (-0.627, 3.586, -0.792)  -0.5793
S (-0.096, 3.167, 0.885)  -0.0379
C (1.295, 4.311, 1.119)  -0.7722
C (2.333, 4.390, -0.002)  -1.1971
S (2.918, 2.773, -0.572)  0.3940
H (1.736, 3.559, -2.524)  0.4272
H (3.171, 2.673, -2.943)  0.5918
H (2.130, 0.519, -2.583)  0.2417
H (1.141, 1.496, -3.643)  0.6600
H (-2.002, 2.001, -1.319)  0.3694
H (-1.172, 2.726, -2.687)  0.6056
H (-1.466, 4.281, -0.730)  0.5720
H (0.185, 4.118, -1.273)  0.1222
H (1.764, 3.945, 2.033)  0.4419
H (0.892, 5.303, 1.324)  0.4932
H (3.192, 4.938, 0.386)  0.4874
H (1.969, 4.966, -0.850)  0.5218
S (-2.274, 0.910, 1.191)  -0.3707
C (-3.291, -0.295, 0.574)  0.4473
N (-4.582, -0.314, 0.830)  -0.1947
C (-5.327, -1.499, 0.390)  -0.5554
C (-4.531, -2.061, -0.784)  -0.6132
S (-2.799, -1.585, -0.460)  0.0673
H (-4.984, 0.349, 1.478)  0.2648
H (-6.333, -1.215, 0.092)  0.3470
H (-5.386, -2.211, 1.215)  0.2990
H (-4.835, -1.626, -1.733)  0.3283
H (-4.597, -3.144, -0.840)  0.4388

Values from the calculation:
E: -3683.07974 Eh
Gap between HOMO and LUMO: 6.80 eV
Spin multiplicity: 1
Energy relative to the best compared isomer or geometry (same formula, charge and spin): 0.542 eV
Lowest unoccupied orbital energy: -0.2391 Eh
Charge: +2
Max |F|: 0.013 hartree/bohr



Molecular formula: C8H18N3
Method: DFT, wB97M-V/def2-TZVPD

Each line ends with the Mulliken charge.
Cartesian coordinates (Å):
C (-0.398, -1.812, -1.013)  -0.5461
C (1.638, -1.242, -0.229)  -1.0524
C (-0.988, -0.813, -0.112)  1.2939
C (0.973, -0.113, 0.421)  0.1674
C (-1.789, -1.115, 1.114)  -1.3405
C (1.267, 0.193, 1.984)  -1.3799
C (2.257, 1.395, -1.077)  -0.8487
C (-2.682, 1.024, -0.513)  -1.1023
N (0.825, -2.009, -1.230)  -0.5555
N (1.047, 1.132, -0.440)  -0.1401
N (-1.419, 0.268, -0.893)  -0.5178
H (-1.173, -2.159, -1.718)  0.4756
H (2.666, -1.134, -0.594)  0.5189
H (1.708, -1.901, 0.624)  0.4322
H (-1.621, -2.160, 1.388)  0.4017
H (-2.872, -1.002, 1.047)  0.4452
H (-1.357, -0.492, 2.026)  0.1111
H (1.828, 1.065, 1.924)  0.4088
H (1.739, -0.639, 2.493)  0.3682
H (0.388, 0.360, 2.547)  0.4291
H (2.400, 0.595, -1.765)  0.4231
H (2.320, 2.363, -1.707)  0.3408
H (3.069, 1.529, -0.251)  0.2604
H (-2.808, 1.755, -1.303)  0.3909
H (-3.580, 0.408, -0.602)  0.3889
H (-2.789, 1.450, 0.557)  0.3261
H (0.803, 1.902, 0.186)  0.4576
H (0.083, 1.121, -0.997)  0.4874
H (-1.536, 0.030, -1.867)  0.3559

Values from the calculation:
E: -479.52308 Eh
Gap between HOMO and LUMO: 9.90 eV
Spin multiplicity: 1
Energy relative to the best compared isomer or geometry (same formula, charge and spin): 2.838 eV
Lowest unoccupied orbital energy: -0.1013 Eh
Charge: +1
Max |F|: 0.099 hartree/bohr



Molecular formula: C5H7NO
Method: DFT, wB97M-V/def2-TZVPD

Each line ends with the Mulliken charge.
Cartesian coordinates (Å):
C (0.623, 0.766, 2.204)  -0.5249
C (-0.818, 0.755, 2.574)  0.1780
O (-1.458, 1.697, 2.953)  -0.4705
H (-1.298, -0.239, 2.451)  0.2882
H (1.143, -0.045, 2.708)  0.2734
H (0.698, 0.588, 1.126)  0.0462
H (1.080, 1.721, 2.450)  0.2799
C (0.238, -0.903, -1.458)  -0.3727
N (0.543, 0.206, -0.942)  -0.4752
C (-0.179, -1.133, -2.795)  -0.5094
C (-0.521, -1.249, -3.942)  0.3837
H (0.472, 1.008, -1.567)  0.1875
H (0.300, -1.785, -0.824)  0.3020
H (-0.824, -1.385, -4.938)  0.4138

Values from the calculation:
E: -324.60458 Eh
Gap between HOMO and LUMO: 9.65 eV
Spin multiplicity: 1
Energy relative to the best compared isomer or geometry (same formula, charge and spin): 3.262 eV
Lowest unoccupied orbital energy: 0.0055 Eh
Charge: 0
Max |F|: 0.023 hartree/bohr
SMILES string: [H]/N=C\C#C.CC=O